Molecular formula: C3H6DyO4
Method: DFT, ωB97M-V with the def2-TZVPD basis set

```
! RIJCOSX wB97M-V def2-TZVPD def2/J DEFGRID3
* xyz 1 6
C 0.747 -1.137 -0.404
C -0.315 -0.784 0.626
H 0.376 -1.010 -1.429
H -0.528 -1.662 1.251
O -1.288 1.844 0.076
H 0.026 0.001 1.315
O 1.887 -0.280 -0.244
H 1.070 -2.179 -0.288
Dy 2.168 2.085 -0.192
O -1.518 -0.425 -0.018
H -0.015 2.609 -0.735
O -3.268 0.854 0.321
H 2.712 -0.755 -0.400
C -2.053 0.840 0.121
*
```

Results
**Relative energy (zero: lowest compared OMol25 entry of this formula, charge and spin)**: 0.0 kJ/mol
**HOMO energy (alpha / beta)**: -12.2 / -11.9 eV
**DFT total energy**: -35470.2440 eV